No. 1
{
  "formula": "C10H30O10",
  "method": "wB97M-V/def2-TZVPD",
  "e_lumo_ha": 0.0126,
  "orbital_gap_ev": 9.811,
  "energy_ev": -31328.997,
  "fmax_ev_per_a": 0.8,
  "elements": ["O", "C", "C", "O", "H", "H", "H", "H", "H", "H", "O", "C", "C", "O", "H", "H", "H", "H", "H", "H", "O", "C", "C", "O", "H", "H", "H", "H", "H", "H", "O", "C", "C", "O", "H", "H", "H", "H", "H", "H", "O", "C", "C", "O", "H", "H", "H", "H", "H", "H"],
  "xyz": [[-0.69858, -1.27409, -3.00059], [-1.47535, -2.46095, -2.99299], [-0.88534, -3.56184, -3.85347], [-0.71788, -3.16265, -5.19556], [-0.75028, -0.86183, -3.86749], [-1.56055, -2.83106, -1.96931], [-2.49481, -2.24582, -3.33481], [-1.58065, -4.40165, -3.80450], [0.06581, -3.89872, -3.42642], [0.13203, -2.72485, -5.29216], [3.42288, 0.02793, 0.71873], [3.91526, -0.18949, 2.03269], [3.28549, -1.37296, 2.68353], [3.70573, -2.53646, 1.96699], [2.91854, -0.73643, 0.41685], [5.00569, -0.25971, 2.01855], [3.66767, 0.68479, 2.64651], [2.19557, -1.27305, 2.59053], [3.54657, -1.45340, 3.74054], [3.35150, -3.32028, 2.39590], [-0.45640, 6.26515, -1.99992], [-0.55919, 5.60872, -0.73252], [-1.89844, 4.99327, -0.47495], [-2.07505, 3.73654, -1.14405], [-1.08662, 5.87830, -2.61086], [0.21032, 4.84116, -0.60085], [-0.35983, 6.37901, 0.01703], [-2.71309, 5.66783, -0.76586], [-2.03118, 4.77548, 0.58381], [-2.19509, 3.89248, -2.08442], [-1.19134, -2.36511, 4.09477], [-1.34334, -1.70519, 2.83616], [-1.10921, -2.63967, 1.66635], [-2.15894, -3.57847, 1.49957], [-2.01978, -2.81250, 4.28790], [-2.35556, -1.29488, 2.77013], [-0.63840, -0.87594, 2.75897], [-0.13062, -3.11647, 1.77177], [-1.11619, -2.04584, 0.75042], [-2.14102, -4.21352, 2.22175], [1.24655, 1.62893, 1.40255], [0.31963, 1.89467, 0.36305], [-0.35667, 0.64410, -0.12067], [0.56286, -0.23019, -0.74891], [1.95819, 1.09921, 1.00756], [-0.42545, 2.59305, 0.74670], [0.84889, 2.40070, -0.45641], [-1.20114, 0.92401, -0.75981], [-0.77112, 0.14305, 0.76419], [0.13792, -0.63538, -1.51696]],
  "forces_ev_per_a": [[0.151, -0.045, 0.188], [-0.464, -0.254, -0.261], [0.194, 0.032, 0.596], [-0.177, 0.075, -0.293], [-0.072, -0.048, -0.040], [0.180, 0.220, 0.074], [0.079, 0.052, -0.034], [0.037, -0.063, -0.271], [-0.020, 0.038, -0.018], [0.031, -0.067, 0.052], [-0.006, 0.163, -0.084], [0.074, 0.570, 0.312], [-0.334, -0.699, -0.205], [0.088, -0.050, 0.006], [0.103, -0.127, -0.038], [-0.011, -0.224, -0.114], [-0.038, 0.042, -0.165], [0.012, 0.077, 0.200], [0.090, 0.161, 0.025], [-0.048, 0.039, -0.009], [0.044, -0.190, 0.249], [0.342, 0.471, 0.137], [-0.665, -0.406, -0.154], [0.075, 0.096, 0.053], [0.028, -0.084, -0.107], [0.011, -0.001, -0.255], [-0.083, 0.003, -0.012], [0.127, 0.138, 0.054], [0.150, -0.007, 0.047], [-0.030, -0.030, -0.020], [0.158, 0.071, -0.183], [-0.243, -0.180, -0.104], [-0.203, 0.413, -0.041], [-0.067, -0.245, 0.057], [0.012, 0.043, 0.072], [0.034, 0.095, -0.131], [0.118, -0.062, 0.344], [-0.008, -0.111, -0.040], [0.172, -0.037, 0.001], [0.106, -0.009, 0.004], [-0.239, 0.000, 0.047], [0.548, 0.325, 0.039], [-0.435, -0.054, 0.301], [0.161, 0.052, 0.055], [0.198, 0.005, 0.064], [-0.048, -0.092, 0.071], [-0.206, -0.106, -0.130], [0.142, -0.107, -0.202], [-0.087, 0.081, -0.037], [0.022, 0.034, -0.102]]
}



No. 2
{
  "formula": "C34H29Cl2IrN6O11SSe",
  "method": "wB97M-V/def2-TZVPD",
  "e_lumo_ha": [-0.1357, -0.2108],
  "s_squared": 0.759,
  "orbital_gap_ev": [6.592, 4.550],
  "charge": 1,
  "energy_ev": -171244.531,
  "fmax_ev_per_a": 2.0,
  "spin_multiplicity": 2,
  "elements": ["Ir", "C", "O", "C", "C", "C", "C", "C", "C", "N", "N", "C", "C", "O", "C", "C", "C", "C", "C", "C", "C", "C", "H", "H", "H", "H", "H", "H", "H", "H", "H", "H", "H", "H", "H", "C", "N", "C", "Se", "N", "C", "C", "C", "C", "C", "C", "H", "H", "H", "H", "H", "H", "H", "H", "C", "S", "O", "O", "O", "H", "H", "H", "O", "C", "O", "C", "C", "C", "C", "C", "C", "N", "O", "O", "N", "O", "O", "H", "H", "H", "Cl", "C", "Cl", "H", "H"],
  "xyz": [[-0.05317, 1.07472, -1.76792], [-3.56320, 2.09455, -2.98981], [-2.74282, 1.83696, -1.85547], [-3.27051, 1.19233, -0.79779], [-4.64071, 1.00464, -0.63072], [-5.12466, 0.41155, 0.52271], [-4.25560, 0.00874, 1.52577], [-2.89359, 0.17470, 1.36220], [-2.38374, 0.73379, 0.19369], [-0.94952, 0.87856, 0.02057], [-0.27571, 0.54494, 1.02301], [1.06467, 0.71601, 1.19242], [1.85882, 1.50240, 0.33730], [1.40766, 1.99542, -0.76716], [3.16704, 1.89487, 0.75040], [3.67518, 1.43302, 1.91302], [2.92532, 0.58227, 2.78709], [3.47273, 0.13793, 4.00900], [2.72925, -0.63629, 4.86373], [1.41830, -0.99558, 4.51111], [0.86610, -0.57900, 3.32532], [1.60528, 0.22684, 2.43773], [-4.33157, 2.83515, -2.75824], [-4.02715, 1.17346, -3.34688], [-2.89608, 2.48302, -3.75413], [-5.32562, 1.34651, -1.39275], [-6.19194, 0.28381, 0.64472], [-4.63667, -0.42582, 2.43903], [-2.21211, -0.12644, 2.14089], [3.72744, 2.54960, 0.09824], [4.67708, 1.71860, 2.21274], [4.47975, 0.44003, 4.27206], [3.14204, -0.95067, 5.81328], [0.82971, -1.60056, 5.18901], [-0.14471, -0.86004, 3.06723], [1.80798, -4.81224, -2.00821], [2.37885, -4.43848, -0.71808], [2.78179, -3.21230, -0.34781], [2.74153, -1.69629, -1.44955], [3.25741, -3.28465, 0.90495], [3.19249, -4.59232, 1.35245], [3.57578, -5.19588, 2.54814], [3.34551, -6.54980, 2.65208], [2.75598, -7.28721, 1.60860], [2.38074, -6.69387, 0.42420], [2.61636, -5.32478, 0.31817], [1.62256, -3.91365, -2.59011], [0.87091, -5.33838, -1.83747], [2.50462, -5.45982, -2.53778], [3.57498, -2.47752, 1.43183], [4.03011, -4.62949, 3.34547], [3.62638, -7.06511, 3.56029], [2.60071, -8.34895, 1.74093], [1.93667, -7.26278, -0.38045], [-2.38422, -2.24782, -2.39662], [-0.85965, -1.43866, -2.71513], [-0.12066, -2.19433, -3.67766], [-0.14699, -1.23566, -1.40788], [-1.24276, -0.04366, -3.12572], [-2.16920, -3.27361, -2.10490], [-2.95986, -2.23174, -3.31967], [-2.90638, -1.71376, -1.60463], [0.28407, 4.84323, -3.22985], [-0.16812, 3.98460, -2.52362], [0.02802, 2.69340, -2.79384], [-1.04640, 4.26224, -1.33941], [-0.80177, 3.73392, -0.08091], [-1.73693, 3.91850, 0.91520], [-2.90552, 4.63157, 0.73108], [-3.08813, 5.18338, -0.52122], [-2.18785, 5.02175, -1.55940], [-4.33029, 5.95039, -0.77445], [-5.11421, 6.05179, 0.14379], [-4.47948, 6.41101, -1.88522], [-1.50469, 3.25777, 2.21866], [-2.39213, 3.31304, 3.03854], [-0.44549, 2.67779, 2.36703], [0.09880, 3.18063, 0.13235], [-3.63588, 4.75082, 1.51597], [-2.38435, 5.46781, -2.52398], [4.56118, 1.03802, -2.76026], [3.17036, 1.65049, -3.66198], [1.91201, 0.41786, -3.90316], [3.51006, 1.95042, -4.64517], [2.71779, 2.47230, -3.11700]],
  "forces_ev_per_a": [[0.796, -1.819, 0.137], [-0.017, -0.002, 0.048], [-0.140, 0.087, -0.012], [0.069, 0.062, -0.015], [0.072, -0.024, 0.038], [-0.050, 0.001, 0.008], [-0.025, 0.009, 0.022], [-0.026, -0.051, -0.105], [0.097, 0.040, -0.190], [-0.293, -0.190, -0.284], [0.198, 0.202, -0.054], [-0.116, -0.450, -0.327], [-0.081, 0.181, 0.344], [0.563, -0.329, -0.464], [-0.076, -0.097, -0.087], [0.011, -0.042, 0.146], [0.003, -0.077, 0.035], [-0.094, -0.023, -0.040], [0.040, 0.007, -0.007], [0.021, -0.020, 0.039], [0.065, 0.025, -0.085], [0.134, -0.059, 0.086], [0.003, 0.011, -0.011], [0.000, 0.008, -0.009], [0.013, 0.000, 0.006], [-0.001, -0.003, 0.021], [-0.001, 0.000, -0.001], [0.003, -0.004, 0.001], [0.043, -0.008, 0.015], [-0.009, -0.003, -0.041], [-0.007, 0.004, 0.009], [-0.010, -0.008, -0.008], [-0.008, -0.022, -0.020], [0.004, 0.008, 0.003], [-0.008, 0.008, 0.000], [0.008, 0.007, -0.001], [0.033, 0.012, -0.032], [-0.196, 0.120, -0.368], [0.110, -0.022, 0.338], [0.098, 0.096, 0.182], [-0.030, 0.003, 0.140], [-0.047, 0.016, -0.080], [0.019, 0.021, 0.037], [-0.001, -0.012, -0.025], [0.019, 0.004, 0.018], [-0.006, 0.000, -0.039], [-0.031, -0.031, -0.011], [-0.004, 0.010, -0.011], [-0.007, -0.013, 0.005], [-0.080, -0.119, -0.142], [0.028, 0.035, 0.093], [0.000, 0.010, -0.003], [-0.001, 0.004, 0.005], [0.001, 0.009, -0.003], [0.004, -0.094, 0.150], [-0.154, 0.402, 0.118], [0.005, -0.070, -0.024], [0.198, 0.408, -0.075], [-0.101, -0.181, -0.065], [-0.027, 0.002, 0.014], [0.031, -0.002, -0.023], [0.012, 0.010, 0.000], [-0.131, 0.129, -0.037], [0.350, -0.390, 0.102], [-0.335, 0.757, 0.017], [-0.234, 0.154, -0.049], [0.066, 0.191, 0.104], [-0.093, 0.046, 0.134], [0.040, -0.034, -0.057], [-0.069, 0.022, -0.032], [0.044, 0.003, 0.109], [0.031, -0.039, 0.039], [-0.001, 0.017, -0.016], [-0.016, -0.006, -0.003], [-0.086, 0.206, -0.082], [-0.003, -0.025, 0.061], [-0.117, 0.396, 0.270], [-0.236, 0.325, -0.002], [-0.006, 0.000, 0.006], [-0.003, 0.005, -0.002], [-0.090, -0.031, 0.045], [-0.063, 0.201, -0.059], [-0.092, 0.000, 0.042], [-0.014, 0.031, 0.004], [0.005, -0.010, 0.012]]
}



No. 3
{
  "formula": "C18H40Cl10N4O4",
  "method": "wB97M-V/def2-TZVPD",
  "e_lumo_ha": 0.0017,
  "orbital_gap_ev": 9.153,
  "energy_ev": -158693.291,
  "fmax_ev_per_a": 1.7,
  "elements": ["C", "C", "N", "O", "H", "H", "H", "H", "H", "C", "C", "N", "O", "H", "H", "H", "H", "H", "C", "C", "N", "O", "H", "H", "H", "H", "H", "C", "C", "N", "O", "H", "H", "H", "H", "H", "Cl", "C", "C", "Cl", "H", "H", "H", "H", "Cl", "C", "C", "Cl", "H", "H", "H", "H", "Cl", "C", "C", "Cl", "H", "H", "H", "H", "Cl", "C", "C", "Cl", "H", "H", "H", "H", "Cl", "C", "C", "Cl", "H", "H", "H", "H"],
  "xyz": [[-6.18540, -1.60464, 1.22410], [-5.92395, -1.10098, -0.17252], [-4.81849, -0.31899, -0.29800], [-6.65022, -1.34348, -1.11604], [-6.11014, -0.78732, 1.94508], [-5.43196, -2.33708, 1.52848], [-7.15139, -2.08666, 1.32999], [-4.61275, 0.03542, -1.21639], [-4.22281, -0.09417, 0.47594], [4.11089, -0.92025, 3.82949], [3.69076, -0.07733, 2.65613], [3.40696, 1.22119, 2.88205], [3.60551, -0.56191, 1.53118], [4.01370, -0.43369, 4.79818], [5.08775, -1.36149, 3.65592], [3.39452, -1.74753, 3.85316], [2.96463, 1.78318, 2.16585], [3.54046, 1.58631, 3.80711], [4.49702, 1.65760, -0.96832], [4.00070, 1.11633, -2.29207], [2.70719, 0.69197, -2.26291], [4.69265, 1.01833, -3.29111], [3.65827, 2.07588, -0.42099], [5.27382, 2.38830, -1.18141], [4.97516, 0.83712, -0.43302], [2.36546, 0.26927, -3.10916], [2.18925, 0.64674, -1.39920], [-0.89752, 1.34133, 0.23340], [0.57435, 1.24086, 0.53436], [1.13996, 0.03381, 0.35468], [1.22355, 2.23683, 0.84186], [-1.21614, 2.30656, 0.63321], [-1.46858, 0.61054, 0.81317], [-1.24000, 1.35748, -0.79589], [2.05175, -0.16660, 0.76917], [0.56478, -0.74402, 0.07590], [-4.10830, 3.84302, -1.34839], [-4.14957, 4.88216, 0.08166], [-2.90832, 4.77187, 0.92710], [-3.00702, 5.87835, 2.30495], [-5.04934, 4.61926, 0.64312], [-4.39065, 5.91802, -0.16774], [-2.00040, 5.01075, 0.37875], [-2.82943, 3.75772, 1.31398], [-0.80436, -2.39685, 1.85543], [-0.05976, -4.00301, 2.04981], [-0.06935, -4.47535, 3.47506], [0.78929, -3.34178, 4.56231], [0.97949, -3.90358, 1.73720], [-0.54350, -4.69008, 1.36009], [0.38579, -5.45504, 3.61465], [-1.06817, -4.59924, 3.89551], [0.03505, 6.64994, 0.74510], [1.02058, 6.31758, -0.73062], [1.24217, 4.83028, -0.91427], [2.91513, 4.58777, -1.54948], [1.92862, 6.89765, -0.64025], [0.40494, 6.70936, -1.53623], [0.62483, 4.41598, -1.70133], [1.18811, 4.29880, 0.02755], [3.69182, -6.01720, -0.55193], [2.04259, -5.88510, -1.14151], [1.86113, -4.59647, -1.92546], [1.81984, -3.15803, -0.89118], [1.41253, -5.81436, -0.25429], [1.73881, -6.74424, -1.73234], [0.97299, -4.58705, -2.56078], [2.65268, -4.50464, -2.67234], [-1.71591, -3.73897, -5.27064], [-2.27045, -2.84040, -3.81715], [-1.34153, -1.66368, -3.60341], [-2.04035, -0.56622, -2.37881], [-2.20555, -3.52628, -2.97739], [-3.30636, -2.56384, -3.98383], [-1.19576, -1.06188, -4.49115], [-0.44204, -2.02418, -3.11313]],
  "forces_ev_per_a": [[0.281, -0.144, 0.577], [-0.303, 0.037, 0.053], [-0.076, -0.045, -0.144], [0.095, -0.089, -0.002], [-0.090, 0.019, -0.046], [0.067, 0.042, -0.178], [-0.107, 0.131, -0.283], [0.103, 0.063, 0.048], [0.018, -0.004, -0.007], [-0.679, -0.364, 0.042], [0.205, 0.346, -0.276], [0.088, -0.285, 0.400], [-0.116, -0.239, 0.057], [0.365, 0.188, -0.064], [0.125, 0.161, 0.087], [0.119, -0.041, -0.063], [0.002, 0.027, -0.086], [-0.179, 0.177, -0.046], [0.261, -0.202, -0.599], [0.135, -0.245, 0.094], [0.168, 0.151, -0.253], [-0.131, 0.152, 0.146], [0.194, 0.073, 0.322], [-0.148, 0.189, 0.105], [-0.206, -0.041, 0.177], [-0.144, -0.087, 0.123], [-0.017, -0.085, -0.214], [-0.886, 0.913, 1.076], [0.060, 0.182, -0.940], [-0.217, -0.125, 0.105], [0.116, -0.252, 0.451], [0.124, 0.019, -0.005], [0.113, -0.276, -0.289], [0.535, -0.365, -0.205], [0.243, -0.016, -0.182], [-0.079, -0.012, 0.188], [0.232, -0.016, -0.155], [-1.187, 0.790, 0.662], [0.099, -0.536, -0.239], [-0.096, 0.109, 0.150], [0.285, -0.463, 0.142], [0.590, -0.059, -0.552], [-0.093, 0.052, -0.044], [0.076, 0.047, 0.087], [-0.209, -0.076, -0.039], [0.824, 0.006, -0.081], [-0.648, -0.296, 0.798], [0.040, -0.111, -0.107], [-0.072, 0.105, -0.113], [-0.221, -0.067, 0.187], [0.335, 0.101, -0.401], [-0.080, 0.334, -0.210], [0.174, -0.048, -0.036], [-0.872, 0.250, -0.040], [0.953, 0.322, -0.134], [-0.055, 0.015, 0.015], [0.141, -0.116, 0.049], [0.249, 0.126, -0.123], [-0.393, -0.131, 0.280], [-0.155, -0.212, -0.128], [0.456, -0.282, 0.047], [-0.904, 0.941, 0.292], [0.151, -0.373, -1.181], [0.113, 0.083, -0.032], [-0.072, -0.283, -0.076], [0.287, -0.094, -0.060], [-0.337, -0.205, 0.513], [0.288, 0.250, 0.406], [0.004, 0.006, 0.136], [0.095, -0.136, -0.240], [-0.350, -0.201, 0.565], [-0.239, 0.087, 0.150], [-0.116, 0.013, 0.027], [0.030, 0.147, -0.017], [0.265, -0.186, -0.110], [0.372, 0.154, -0.561]]
}